[1]
Computed, not measured: the molecule C5H9NO at a distorted geometry, with wB97M-V/def2-TZVPD.

Atoms and positions in Å:
C -2.2251 -0.2958 -0.3049
C -0.7482 -0.7037 -0.3349
C 0.1455 0.5214 -0.1330
C 2.4154 1.6086 0.2722
O 1.5320 0.1541 -0.1440
C -0.4385 -1.6941 0.7099
N -0.1314 -2.4363 1.5434
H -2.4214 0.4293 -1.1005
H -2.4816 0.1638 0.6547
H -2.8748 -1.1604 -0.4589
H -0.5049 -1.1655 -1.2992
H 0.0221 1.2256 -0.9566
H -0.0701 1.0489 0.7998
H 3.1801 1.0749 0.8744
H 2.9114 1.6906 -0.7144
H 1.6896 -0.4615 0.5920

Atoms 1-2, force components in eV/Å:
-0.095 0.035 -0.004
-0.001 0.005 -0.036

HOMO level   -7.9207 eV
LUMO energy   0.60 eV
Energy relative to the best compared isomer or geometry (same formula, charge and spin)   496.33 kJ/mol
Kohn-Sham gap   8.52 eV


[2]
Computed, not measured: the molecule CHCl3FOP at a distorted geometry, with wB97M-V/def2-TZVPD.

Atoms and positions in Å:
C -0.0520 -0.4125 0.5673
O -2.6246 -1.0686 1.5197
F 0.0671 0.3529 1.7081
P -1.9924 -0.3172 0.4687
Cl 0.2733 -2.1186 0.7084
Cl -2.3635 -1.0801 -1.4022
Cl -2.5519 1.6165 0.3397
H 0.4299 0.1739 -0.3056

Atoms 1-2, force components in eV/Å:
-2.334 2.149 -1.230
-0.615 -0.402 0.994

SMILES   O=P(Cl)(Cl)[C@@H](F)Cl
HOMO level   -11.1554 eV
LUMO energy   0.15 eV
Energy relative to the best compared isomer or geometry (same formula, charge and spin)   74.90 kJ/mol
Kohn-Sham gap   11.31 eV


[3]
Computed, not measured: a cluster of 2 separate species, C2H6N2O4 in total at a distorted geometry, with wB97M-V/def2-TZVPD.

Atoms and positions in Å:
C 11.8585 -25.8350 2.2756
N 11.8035 -26.2624 0.8630
O 11.3154 -25.5524 -0.0546
O 12.2189 -27.3811 0.6930
H 10.9413 -26.2732 2.6690
H 11.8827 -24.7494 2.3700
H 12.6798 -26.2761 2.8404
C 11.8454 -24.2565 5.2927
N 11.3037 -25.5774 4.9552
O 10.1013 -25.6707 5.0481
O 12.1202 -26.3796 4.4483
H 11.3799 -23.8316 6.1820
H 11.6647 -23.5938 4.4463
H 12.9100 -24.3405 5.5108

Atoms 1-2, force components in eV/Å:
-0.501 0.488 -0.873
-0.294 0.923 -2.126

SMILES   C[N+](=O)[O-].C[N+](=O)[O-]
HOMO level   -10.7884 eV
LUMO energy   -0.63 eV
Energy relative to the best compared isomer or geometry (same formula, charge and spin)   790.04 kJ/mol
Kohn-Sham gap   10.15 eV


[4]
Computed, not measured: the molecule C5H11N3O3 at a distorted geometry, with wB97M-V/def2-TZVPD.

Atoms and positions in Å:
C 0.9322 1.6748 0.4026
C -0.2921 0.9816 -0.2984
C -1.3534 0.5533 0.7126
C -1.9964 -0.7373 0.1529
C -1.1841 -1.0227 -1.1740
H 2.5885 1.1764 -0.5838
H 1.2340 0.9563 1.2021
H 0.5968 2.6496 0.8060
H -0.7714 1.6430 -1.0575
H -2.0462 1.3634 0.8314
H -0.8568 0.3734 1.6977
H -1.9300 -1.6576 0.8153
H -3.0336 -0.4902 -0.0892
H -1.7789 -0.5915 -1.9893
H -0.9672 -2.0629 -1.3126
H 1.6307 -1.8507 1.1822
N 0.1167 -0.2800 -1.0038
N 1.0011 -1.0860 -0.3260
N 2.2938 -0.8326 -0.6381
O 1.9501 1.8850 -0.5283
O 0.7485 -1.4200 1.0173
O 3.1176 -1.2252 0.1808

Atoms 1-2, force components in eV/Å:
-0.984 -1.341 -0.594
0.707 0.102 0.468

SMILES   O=NN(O)N1CCC[C@H]1CO
HOMO level   -9.9321 eV
LUMO energy   0.15 eV
Energy relative to the best compared isomer or geometry (same formula, charge and spin)   458.07 kJ/mol
Kohn-Sham gap   10.09 eV


[5]
Computed, not measured: the molecule C3H4O3, with wB97M-V/def2-TZVPD.

Atoms and positions in Å:
O 0.0218 -0.8579 -1.4426
C 0.2512 0.1591 -0.5155
C 0.9642 -0.3523 0.7355
O 1.6712 0.3245 1.4350
C -1.0023 0.7780 0.0983
O -2.0367 0.1656 0.1944
H -0.5566 -1.5252 -1.0518
H 0.8602 0.9271 -0.9996
H 0.6860 -1.3985 0.9943
H -0.8591 1.7797 0.5520

Atoms 1-2, force components in eV/Å:
-0.062 -0.130 0.130
0.097 0.152 0.017

SMILES   O=CC(O)C=O
HOMO level   -10.0885 eV
LUMO energy   0.03 eV
Energy relative to the best compared isomer or geometry (same formula, charge and spin)   164.82 kJ/mol
Kohn-Sham gap   10.12 eV


[6]
Computed, not measured: the molecule C4H4N2O at a distorted geometry, with wB97M-V/def2-TZVPD.

Atoms and positions in Å:
O 1.1896 1.6422 -0.9958
C 0.1923 0.9657 -0.9521
C -0.8387 1.1051 0.0953
C -0.6668 0.1018 0.9712
N 0.1879 -0.9431 0.6140
C 0.5341 -1.1175 -0.7076
N 0.2246 -0.2715 -1.6205
H -1.4402 1.9908 0.2649
H -1.1136 0.0523 1.9564
H 0.5487 -1.5698 1.3126
H 1.1822 -1.9560 -0.9386

Atoms 1-2, force components in eV/Å:
-0.642 0.839 -0.497
0.481 0.423 0.125

SMILES   O=c1cc[nH]cn1
HOMO level   -9.4806 eV
LUMO energy   0.57 eV
Energy relative to the best compared isomer or geometry (same formula, charge and spin)   125.68 kJ/mol
Kohn-Sham gap   10.05 eV


[7]
Computed, not measured: a cluster of 2 separate species, C2H5NO3 in total at a distorted geometry, with wB97M-V/def2-TZVPD.

Atoms and positions in Å:
O -0.6030 -0.0731 0.7423
C 0.1449 -0.9921 0.6173
N 1.3840 -0.9140 -0.0131
C 1.9545 0.3216 -0.3459
O 1.3177 1.2851 -0.5844
H 0.0682 -1.9950 1.0691
H 1.9040 -1.7688 -0.1557
H 3.0560 0.2547 -0.2809
H -3.1324 0.6560 -1.1790
H -2.3830 0.5526 0.1438
O -3.2641 0.4938 -0.2399

Atoms 1-2, force components in eV/Å:
-0.511 -0.038 0.264
1.129 -0.486 -0.059

SMILES   O=CNC=O.O
HOMO level   -10.3609 eV
LUMO energy   0.42 eV
Energy relative to the best compared isomer or geometry (same formula, charge and spin)   75.60 kJ/mol
Kohn-Sham gap   10.78 eV


[8]
Computed, not measured: the molecule C5H10O2, with wB97M-V/def2-TZVPD.

Atoms and positions in Å:
C -2.1589 -0.5685 0.3708
C -1.1332 0.3303 -0.3452
O -0.9576 1.5811 0.2886
C 0.2343 -0.3676 -0.4108
C 1.5603 0.2849 -0.8858
C 2.0551 -0.0182 0.5345
O 0.7403 -0.4244 0.9504
H -3.0680 0.0111 0.5738
H -2.4603 -1.4281 -0.2506
H -1.7506 -0.9457 1.3097
H -1.6191 0.4934 -1.3082
H -0.3991 1.3701 1.0562
H 0.1005 -1.3746 -0.8244
H 2.0889 -0.2426 -1.6853
H 1.5088 1.3507 -1.1174
H 2.4335 0.8257 1.1251
H 2.7682 -0.8491 0.6177

Atoms 1-2, force components in eV/Å:
0.051 -0.026 0.187
-0.191 -0.381 -0.162

SMILES   C[C@@H](O)[C@H]1CCO1
HOMO level   -9.8745 eV
LUMO energy   1.05 eV
Energy relative to the best compared isomer or geometry (same formula, charge and spin)   204.07 kJ/mol
Kohn-Sham gap   10.92 eV